(1)
Computed, not measured: a single C18H20FNO4S molecule, with ωB97M-V/def2-TZVPD.

The geometry in XYZ format:
```
45
Properties=species:S:1:pos:R:3:lowdin_charge:R:1
C 4.76677 -0.80569 -1.91779 -0.0747
O 3.88945 -1.83873 -2.30985 -0.0780
C 2.70030 -1.94486 -1.66910 -0.2656
C 1.83401 -2.94467 -2.11670 0.0230
C 0.59661 -3.13460 -1.53685 0.0047
C 0.17465 -2.32526 -0.47981 -0.2627
O -1.02313 -2.41138 0.14432 -0.1061
C -1.89526 -3.45919 -0.21794 -0.0632
C 1.04492 -1.33397 -0.03956 -0.2058
S 0.63794 -0.31332 1.37892 0.7356
O 0.36822 -1.16727 2.49564 -0.2589
O 1.69797 0.64558 1.52579 -0.2654
N -0.79271 0.52976 1.01431 -0.1002
C -0.59631 1.63091 0.18287 -0.2074
C 0.03226 1.44246 -1.04445 0.0632
C 0.27768 2.53290 -1.85445 -0.2599
F 0.90679 2.32620 -3.03474 0.0538
C -0.10342 3.81402 -1.50855 -0.0097
C -0.75835 3.98666 -0.30091 -0.0249
C -1.00001 2.92168 0.54942 -0.1639
C -1.71630 3.08911 1.85507 -0.1261
C -2.59841 1.86285 2.05762 -0.1402
C -1.73893 0.60366 2.13175 -0.3653
C -2.60740 -0.65082 2.12466 -0.0482
C 2.28936 -1.14231 -0.61039 0.0017
H 5.63249 -0.89470 -2.57194 0.0944
H 5.08233 -0.92193 -0.87686 0.0986
H 4.30790 0.17822 -2.05116 0.0988
H 2.15451 -3.57063 -2.93415 0.1241
H -0.03937 -3.91818 -1.91547 0.1088
H -2.22643 -3.36389 -1.25704 0.1002
H -2.75398 -3.36584 0.44439 0.0923
H -1.42952 -4.43786 -0.07005 0.1017
H 0.33155 0.46103 -1.36806 0.1129
H 0.10292 4.64190 -2.16677 0.1147
H -1.07427 4.97599 -0.00418 0.1153
H -2.31049 4.00452 1.85139 0.1174
H -0.98959 3.15747 2.66995 0.1299
H -3.17591 1.94485 2.97919 0.1232
H -3.29463 1.77945 1.21973 0.1299
H -1.15725 0.62201 3.06186 0.1432
H -1.97672 -1.52190 2.26281 0.0584
H -3.33403 -0.59997 2.93196 0.0843
H -3.13046 -0.73317 1.17519 0.0858
H 2.89425 -0.35109 -0.20008 0.1103
```

Its multiplicity is 1. Its energy relative to the best compared isomer or geometry (same formula, charge and spin) is 3.5 kcal/mol. As for the total charge: 0.

(2)
Computed, not measured: 10 unconnected molecules or ions with the total composition C39H63Cl18F5N3O5P, with ωB97M-V/def2-TZVPD.

The geometry in XYZ format:
```
134
Properties=species:S:1:pos:R:3:lowdin_charge:R:1
C -7.35428 0.28196 -4.53149 0.0008
C -7.52719 1.57361 -3.75288 -0.5263
O -8.43522 2.32637 -3.98251 0.0941
N -6.54814 1.89015 -2.76731 0.0259
C -5.43542 2.67805 -3.36332 -0.1955
C -4.07183 2.21365 -2.85697 -0.1635
C -3.68655 2.88738 -1.52621 -0.1907
C -2.17761 3.23188 -1.40734 -0.1289
C -1.50423 2.50845 -0.26995 -0.0944
C -1.82670 2.79841 1.02790 -0.1250
C -2.85364 3.83775 1.40024 -0.1485
O -3.74364 3.26898 2.34491 -0.0861
C -5.07842 3.66951 2.16457 -0.2570
O -5.84931 2.83165 2.95363 -0.0790
C -6.91599 2.19696 2.28235 -0.1961
C -7.26950 0.95091 3.07112 -0.2540
O -8.20864 0.14994 2.37547 -0.0732
C -1.20066 2.13469 2.11384 -0.1174
C -0.29320 1.14467 1.87410 -0.1087
C 0.01945 0.79608 0.55314 -0.1735
N 0.88590 -0.22986 0.33669 0.2182
C 1.16018 -0.53351 -0.89370 -0.1434
C 2.10597 -1.70937 -1.04623 -0.3897
F 1.69542 -2.54911 -2.02152 0.1136
F 3.36588 -1.27328 -1.31324 0.1118
C 2.24162 -2.57218 0.24454 -0.5526
F 2.92758 -1.95386 1.20327 0.1606
F 2.96374 -3.66492 -0.09881 0.1452
F 1.07259 -3.01140 0.69918 0.1798
C 0.61725 0.19433 -2.00404 -0.3125
P 0.93477 -0.22667 -3.76934 0.8999
C 0.71568 1.39309 -4.56430 -0.2707
O 2.56520 -0.44905 -3.88149 -0.3238
N -0.21711 1.18248 -1.81595 0.1345
C -0.54771 1.48802 -0.53045 -0.1251
H -6.36763 -0.14757 -4.37420 0.0728
H -8.11994 -0.41794 -4.19683 0.0866
H -7.51911 0.50218 -5.58300 0.0856
H -6.15839 1.02112 -2.41914 0.0939
H -5.46556 2.61234 -4.45664 0.1192
H -5.58647 3.72921 -3.11523 0.0987
H -4.08913 1.13451 -2.68968 0.1122
H -3.32546 2.47460 -3.60625 0.1082
H -3.98172 2.28219 -0.66620 0.1130
H -4.24120 3.82296 -1.42690 0.0292
H -1.68000 3.00557 -2.34578 0.0906
H -2.06515 4.30082 -1.22245 0.0659
H -2.32213 4.67360 1.87850 0.1409
H -3.37853 4.25488 0.54027 0.0956
H -5.36788 3.61702 1.10591 0.1283
H -5.19778 4.71595 2.48702 0.1424
H -6.62216 1.86040 1.28099 0.1247
H -7.78882 2.85214 2.16720 0.1284
H -6.34038 0.39966 3.21253 0.0609
H -7.62903 1.22327 4.06941 0.1248
H -9.09259 0.36443 2.68929 0.0084
H -1.45836 2.40434 3.12607 0.1003
H 0.18211 0.59593 2.67591 0.1033
H 0.58584 1.25512 -5.63497 0.0320
H 1.59597 2.01308 -4.37974 0.0473
H -0.15176 1.90248 -4.15137 0.0141
H 2.68470 -1.23128 -4.43478 0.0129
Cl -3.69153 -2.51308 -0.55392 0.5274
C -4.86733 -2.74465 0.76880 -0.6574
C -5.42637 -1.43797 1.26488 -0.6496
Cl -4.19558 -0.46046 2.11174 0.6004
H -4.36915 -3.29095 1.56530 0.0683
H -5.67456 -3.35876 0.37353 0.0734
H -6.23221 -1.62413 1.97304 0.0687
H -5.82131 -0.83996 0.44745 0.0669
Cl 7.27050 -3.76053 -2.52621 0.5537
C 7.18131 -2.09895 -3.16821 -0.6471
C 5.77636 -1.71936 -3.55230 -0.6561
Cl 5.20372 -2.63769 -4.97443 0.5543
H 7.85946 -2.03363 -4.01522 0.0685
H 7.53779 -1.43428 -2.38343 0.0758
H 5.73748 -0.66447 -3.81768 0.0782
H 5.07743 -1.89591 -2.74085 0.0445
Cl -12.06492 4.15492 2.52108 0.5474
C -11.94541 3.41453 4.13615 -0.6644
C -10.96152 2.27445 4.16328 -0.6477
Cl -11.53586 0.86720 3.22204 0.5824
H -12.93913 3.08636 4.42948 0.0685
H -11.61607 4.19258 4.82257 0.0739
H -10.82014 1.93417 5.18764 0.0780
H -9.99769 2.57704 3.75945 0.0538
Cl 3.49832 -2.06623 5.21242 0.5400
C 3.91321 -3.34379 4.03911 -0.6565
C 3.39336 -4.69296 4.46090 -0.6453
Cl 4.24224 -5.31256 5.90404 0.5540
H 4.99507 -3.35280 3.92576 0.0520
H 3.46539 -3.06247 3.09170 0.0432
H 3.55696 -5.41316 3.66122 0.0748
H 2.33131 -4.66052 4.68852 0.0689
Cl -4.22929 6.34556 -1.92779 0.6070
C -3.42866 7.80583 -1.28526 -0.6420
C -2.18071 8.15642 -2.05179 -0.6559
Cl -0.87969 6.96372 -1.79783 0.5556
H -3.21247 7.63083 -0.23439 0.0675
H -4.14699 8.62003 -1.36272 0.0742
H -1.80296 9.11813 -1.70923 0.0732
H -2.37480 8.21680 -3.11937 0.0688
Cl 1.10801 2.97999 3.37211 0.7201
C 2.11076 4.30164 4.04361 -0.6191
C 3.34558 4.54134 3.21414 -0.6685
Cl 4.50046 3.18909 3.32665 0.5422
H 2.36617 4.05052 5.07012 0.0686
H 1.49147 5.19724 4.04774 0.0732
H 3.86026 5.43192 3.57098 0.0706
H 3.09540 4.67922 2.16511 0.0664
Cl 10.24951 -3.65058 7.60760 0.5302
C 8.46837 -3.71293 7.69237 -0.6638
C 7.85530 -4.28801 6.44334 -0.6677
Cl 8.04640 -3.20815 5.03581 0.5367
H 8.10911 -2.70474 7.88069 0.0682
H 8.21247 -4.34120 8.54366 0.0722
H 6.78634 -4.42296 6.58772 0.0158
H 8.29827 -5.24720 6.18838 0.0706
Cl 8.61318 -9.39313 -2.92412 0.5312
C 8.58922 -7.70149 -3.49673 -0.7079
C 7.22065 -7.27045 -3.95324 -0.6699
Cl 6.71776 -8.10357 -5.45079 0.5315
H 9.32586 -7.61793 -4.29323 -0.0266
H 8.90772 -7.07939 -2.66255 0.0504
H 7.23047 -6.20373 -4.17027 0.0342
H 6.46493 -7.46499 -3.19644 0.0686
Cl 11.64852 -7.91034 -5.04833 0.5964
C 12.31940 -6.30009 -5.41732 -0.6431
C 12.57754 -5.48811 -4.17534 -0.6538
Cl 11.06817 -5.01482 -3.35398 0.5580
H 11.62241 -5.79806 -6.08351 0.0707
H 13.25663 -6.45803 -5.94819 0.0723
H 13.09827 -4.57053 -4.44371 0.0725
H 13.18414 -6.03659 -3.45955 0.0694
```

Its multiplicity is 1. As for the total charge: 0.

(3)
Computed, not measured: a molecular structure, C54H42Cl3GeNaP3S3SbSi, with ωB97M-V/def2-TZVPD.

The geometry in XYZ format:
```
109
Properties=species:S:1:pos:R:3:lowdin_charge:R:1
Na 0.11239 2.71352 -1.13087 -0.5572
C 3.32418 1.66986 4.48306 -0.0964
C 2.42473 2.67680 4.15946 -0.0818
C 1.49117 2.48273 3.15383 -0.1420
C 1.41954 1.26727 2.46898 -0.3603
C 2.36163 0.28299 2.76681 -0.1089
C 3.30441 0.48268 3.76603 -0.1002
P 0.16445 1.02874 1.13400 1.0742
C -1.27647 1.86310 1.95121 -0.3446
C -1.97620 2.77446 1.16119 -0.1123
C -2.97342 3.58264 1.69118 -0.0680
C -3.31502 3.46740 3.02681 -0.0951
C -2.63907 2.55520 3.82836 -0.0915
C -1.61899 1.77930 3.30256 -0.0959
C -0.09535 -0.79353 1.34024 -0.3640
C -0.28108 -1.34168 2.61435 -0.0990
C -0.28860 -2.70690 2.82488 -0.0946
C -0.06696 -3.56462 1.75505 -0.0920
C 0.09272 -3.03609 0.48814 -0.1196
C 0.06365 -1.65595 0.24099 -0.2773
Si -0.03488 -1.25240 -1.63886 0.2010
C -1.64062 -2.28799 -1.94376 -0.2555
C -1.60695 -3.60761 -2.41676 -0.1183
C -2.75212 -4.32754 -2.71727 -0.0970
C -3.99313 -3.75469 -2.50331 -0.0960
C -4.06447 -2.49506 -1.93887 -0.0974
C -2.91247 -1.76208 -1.64085 -0.3624
P -3.13493 -0.22893 -0.62095 1.1170
C -3.89003 -1.03762 0.85080 -0.3504
C -4.67069 -0.29159 1.73946 -0.1141
C -5.04963 -0.81014 2.96759 -0.0969
C -4.62880 -2.07575 3.35305 -0.1084
C -3.83431 -2.81940 2.49333 -0.0953
C -3.46829 -2.30672 1.25697 -0.0872
C -4.57304 0.51358 -1.50120 -0.3581
C -5.91539 0.35178 -1.15957 -0.1186
C -6.91066 0.95566 -1.91644 -0.1047
C -6.58128 1.73355 -3.01700 -0.1029
C -5.24896 1.89842 -3.36924 -0.0678
C -4.25568 1.29176 -2.61646 -0.0816
C 1.52170 -1.99339 -2.50305 -0.2700
C 1.47756 -2.92102 -3.55248 -0.0988
C 2.61131 -3.30399 -4.25357 -0.0966
C 3.84192 -2.75910 -3.92937 -0.0957
C 3.91671 -1.82017 -2.91675 -0.0897
C 2.77951 -1.43096 -2.21039 -0.3740
P 2.92377 -0.15238 -0.88421 1.1169
C 4.04972 1.04814 -1.72267 -0.3487
C 3.41539 2.05518 -2.44979 -0.1227
C 4.14351 3.03529 -3.10438 -0.0700
C 5.52856 3.01420 -3.05672 -0.0924
C 6.17584 1.99755 -2.36830 -0.0955
C 5.44398 1.02458 -1.70197 -0.1138
C 4.05126 -1.01842 0.28463 -0.3704
C 3.96670 -2.39963 0.46513 -0.0897
C 4.73113 -3.03867 1.43142 -0.0918
C 5.59088 -2.30782 2.23919 -0.1079
C 5.65694 -0.92825 2.09337 -0.1145
C 4.87600 -0.28772 1.14404 -0.1317
H 4.04731 1.80899 5.27848 0.0910
H 2.44841 3.62522 4.68237 0.0967
H 0.82996 3.29608 2.88609 0.0522
H 2.36818 -0.65044 2.21792 0.0926
H 4.02957 -0.29575 3.97555 0.0880
H -1.74128 2.88504 0.10955 0.0371
H -3.46777 4.29949 1.04658 0.1088
H -4.10163 4.08205 3.44850 0.0950
H -2.89060 2.46364 4.87884 0.0956
H -1.06312 1.14048 3.97449 0.0921
H -0.39808 -0.68851 3.46633 0.0895
H -0.43512 -3.10118 3.82386 0.0991
H -0.03184 -4.63727 1.90725 0.0968
H 0.23606 -3.71546 -0.34681 0.0946
H -0.65910 -4.10328 -2.54306 0.0731
H -2.67236 -5.33335 -3.11442 0.0941
H -4.90011 -4.30565 -2.72648 0.0944
H -5.03478 -2.07876 -1.70181 0.0967
H -4.97567 0.71044 1.46377 0.1017
H -5.65440 -0.21156 3.63872 0.0960
H -4.90786 -2.47204 4.32240 0.0901
H -3.48160 -3.80005 2.79181 0.0978
H -2.84069 -2.89826 0.60060 0.0991
H -6.19458 -0.25061 -0.30515 0.0883
H -7.94991 0.81695 -1.63924 0.0913
H -7.36234 2.21205 -3.59614 0.0925
H -4.97106 2.52186 -4.20921 0.1019
H -3.21378 1.41872 -2.89128 0.0741
H 0.53741 -3.33424 -3.86749 0.0758
H 2.52779 -4.02300 -5.06078 0.0944
H 4.73539 -3.04704 -4.47162 0.0942
H 4.87037 -1.36634 -2.68367 0.0954
H 2.33451 2.04510 -2.51371 0.0392
H 3.62709 3.82289 -3.63834 0.1045
H 6.10640 3.78721 -3.54888 0.0960
H 7.25895 1.96462 -2.34112 0.0932
H 5.97470 0.25443 -1.15794 0.0932
H 3.29331 -2.97488 -0.15988 0.1000
H 4.65162 -4.11171 1.56144 0.0950
H 6.19999 -2.80583 2.98426 0.0917
H 6.30315 -0.34372 2.73764 0.1044
H 4.90263 0.79302 1.06794 0.1199
S -1.86938 3.87530 -5.89192 -0.4034
Sb -0.42996 3.68175 -4.14203 0.2396
S -1.44825 4.58128 -2.29054 -0.2421
S -0.22804 0.56300 -2.60549 0.2223
Cl 3.43333 6.90535 -0.01181 -0.2427
Ge 1.29527 6.05820 0.22283 0.0513
Cl 1.22061 6.11908 2.54012 -0.2013
Cl 1.92760 3.78818 0.14050 0.0375
```

Its multiplicity is 1. Its energy relative to the best compared isomer or geometry (same formula, charge and spin) is 6.6 kcal/mol. As for the total charge: -2.

(4)
Computed, not measured: a single C11H12O molecule, with ωB97M-V/def2-TZVPD.

The geometry in XYZ format:
```
24
Properties=species:S:1:pos:R:3:lowdin_charge:R:1
C 1.91752 -2.14279 0.17975 -0.0898
C 2.99802 -1.27501 0.23635 -0.0845
C 0.64609 -1.67525 0.11922 -0.0475
C 2.81342 0.10346 0.07354 0.0068
C 0.36513 -0.34829 0.07935 -0.2254
C 1.41317 0.53582 0.03545 -0.1880
C -1.01752 -0.00246 -0.08276 -0.2993
C -1.91988 -0.02661 0.91911 -0.1166
C 1.12876 1.93267 0.25363 -0.0995
C -1.41917 0.64205 -1.38283 -0.0678
C -3.36518 0.32099 0.86126 -0.1035
O 1.80957 2.81688 -0.32844 0.0307
H 2.12474 -3.23945 0.25363 0.1232
H 3.91899 -1.76368 0.26648 0.0803
H -0.16087 -2.47528 -0.05941 0.1547
H 3.62279 0.81012 0.29926 0.1086
H -1.77191 -0.53628 1.83769 0.0974
H -2.38631 0.23751 -1.72745 0.0566
H -0.74926 0.53932 -2.35145 0.1135
H -1.56594 1.84257 -1.25280 0.1340
H -3.81892 -0.26389 1.66499 0.0647
H -3.77712 -0.04775 -0.10344 0.0768
H -3.48969 1.44242 1.06969 0.1119
H 2.68357 2.57293 -0.86083 0.1626
```

Its multiplicity is 1. Its energy relative to the best compared isomer or geometry (same formula, charge and spin) is 94.6 kcal/mol. As for the total charge: 0.

Taking the records one at a time from the top gives HOMO-LUMO gap values of 9.0 8.0 6.4 8.0 eV.
Taking the records one at a time from the top gives LUMO energy values of 0.024 -0.015 0.135 0.008 Ha.
Taking the records one at a time from the top gives strongest force on any atom values of 1.4 1.2 0.8 3.8 eV/A.